Entry 1:
Computed, not measured: a cluster of 2 separate species, C5H7NO2 in total at a distorted geometry, with ωB97M-V/def2-TZVPD.

```
15
Properties=species:S:1:pos:R:3:forces:R:3:mulliken_charge:R:1
C -1.732 -1.096 0.745 -1.39 -1.03 -0.43 0.10
C -2.296 -0.528 -0.163 0.78 1.60 -1.10 0.06
C 0.867 0.073 -1.136 -1.14 -0.93 -1.08 0.31
C 1.217 0.857 -0.154 2.80 1.14 0.48 -0.20
C 2.584 1.477 -0.161 -1.27 -0.42 2.52 -1.29
N -1.702 -2.075 1.716 2.90 2.01 0.16 -0.51
O -2.517 0.277 -1.214 -0.31 -2.05 -0.51 -0.47
O 0.573 -0.531 -2.099 -0.62 -1.65 -2.25 -0.44
H 0.528 1.077 0.595 -1.08 0.75 1.86 0.48
H 3.038 1.420 0.816 -0.13 0.93 0.79 0.37
H 2.542 2.415 -0.607 -0.18 2.29 -0.14 0.33
H 3.300 1.014 -0.709 1.54 -2.14 -2.22 0.45
H -2.522 -0.335 -2.011 0.21 1.26 1.11 0.34
H -1.301 -1.579 2.517 -0.44 -1.13 0.21 0.27
H -2.579 -2.466 1.866 -1.68 -0.63 0.63 0.21
```
Forces are in eV/Å.

Results
Charge: 0
Calculated total energy: -399.6728 a.u.
Spin multiplicity: 3
Lowest unoccupied orbital energy (alpha / beta): 0.0226 / -0.0614 Ha
Highest occupied orbital energy (alpha / beta): -5.173 / -8.425 eV
HOMO-LUMO gap (alpha / beta): 5.79 / 6.75 eV
Relative energy (zero: lowest compared OMol25 entry of this formula, charge and spin): 383.5 kJ/mol

***

Entry 2:
Computed, not measured: a cluster of 7 separate species, C16H32O27S6 in total at a distorted geometry, with ωB97M-V/def2-TZVPD.

```
81
Properties=species:S:1:pos:R:3:forces:R:3:mulliken_charge:R:1
O 2.512 0.623 -5.050 -0.20 -0.82 -0.10 -0.61
S 2.362 -0.783 -4.864 0.57 -1.19 -0.13 1.07
O 2.004 -1.308 -3.581 -0.04 0.35 -0.87 -0.29
O 1.381 -1.421 -5.997 0.29 1.43 0.31 -0.35
C 1.923 -2.584 -6.582 0.92 -0.66 0.46 -0.31
C 3.448 -2.507 -6.408 0.19 0.54 -0.66 -0.34
O 3.704 -1.560 -5.385 -0.80 0.64 1.14 -0.33
H 1.539 -3.427 -6.006 -0.14 -0.19 -0.44 0.28
H 1.741 -2.634 -7.652 -0.68 0.05 0.16 0.28
H 3.961 -2.079 -7.272 -0.27 -0.31 -0.25 0.29
H 3.871 -3.490 -6.206 0.05 0.15 0.40 0.29
O -2.860 -0.103 0.047 0.91 -0.47 -0.88 -0.30
S -1.704 -0.906 -0.220 2.46 0.20 1.42 0.77
O -1.825 -2.325 -0.410 -0.05 1.32 0.13 -0.53
O -0.659 -0.306 -1.327 -2.47 -0.60 0.26 -0.30
C 0.675 -0.379 -0.897 1.01 0.62 1.39 -0.25
C 0.673 -0.130 0.631 -1.65 0.37 -0.56 -0.15
O -0.634 -0.557 1.039 -1.70 -1.19 -0.53 -0.14
H 1.140 -1.352 -1.048 -0.02 0.14 -0.78 -0.04
H 1.116 0.503 -1.353 0.61 -0.61 -0.41 0.40
H 0.642 0.942 0.827 0.69 -0.04 0.15 -0.04
H 1.397 -0.690 1.214 0.23 0.09 -0.25 0.45
O -3.302 0.570 6.773 0.96 -0.63 -0.23 -0.57
S -2.893 0.176 5.469 1.01 0.46 -1.26 0.95
O -3.867 0.233 4.437 -0.13 -0.01 -0.32 -0.37
O -1.575 1.046 4.999 -0.67 0.18 1.25 -0.42
C -0.741 0.300 4.128 -1.53 -0.24 -1.65 0.16
C -0.991 -1.164 4.512 0.55 0.04 -0.76 -0.09
O -2.154 -1.263 5.330 -0.34 1.24 1.38 -0.38
H -1.089 0.413 3.097 -0.37 0.24 0.16 -0.12
H 0.284 0.653 4.030 0.09 -0.02 1.19 0.42
H -0.094 -1.511 5.018 -0.43 -0.71 0.21 0.28
H -1.282 -1.689 3.605 0.75 -0.44 0.02 0.17
O -7.620 -1.483 -0.449 0.54 1.04 0.38 -0.52
S -7.417 -0.137 -0.017 -0.25 1.70 0.87 1.08
O -8.504 0.823 -0.075 1.24 -1.31 -0.08 -0.56
O -6.779 -0.054 1.482 -1.08 -1.23 -0.70 -0.33
C -5.731 0.886 1.581 0.60 0.66 -0.18 -0.03
C -5.600 1.516 0.156 0.94 0.21 2.15 0.13
O -6.105 0.525 -0.702 -0.89 -0.60 -0.68 -0.28
H -5.943 1.584 2.392 -0.32 0.21 -0.31 0.26
H -4.793 0.412 1.875 -0.22 -0.46 -0.23 0.03
H -4.528 1.635 0.022 -0.10 -0.04 -0.68 -0.02
H -6.084 2.491 0.126 -0.43 -0.21 -0.52 0.31
O 4.326 -0.518 -2.063 0.48 0.58 0.65 -0.42
S 4.358 0.560 -1.136 -0.80 1.43 -0.31 1.03
O 4.101 0.350 0.268 0.71 0.14 -1.17 -0.56
O 5.642 1.553 -1.380 -0.70 -1.49 0.25 -0.34
C 5.235 2.916 -1.649 0.56 -0.10 2.09 -0.29
C 3.779 2.960 -1.232 -0.38 0.11 -0.85 -0.44
O 3.302 1.691 -1.658 -0.25 -0.99 0.33 -0.25
H 5.731 3.469 -0.848 0.57 0.45 -0.73 0.28
H 5.555 3.156 -2.657 -0.41 0.21 -0.06 0.31
H 3.186 3.732 -1.718 0.06 -0.12 -0.20 0.35
H 3.659 3.087 -0.155 0.16 -0.20 0.05 0.29
O -0.894 2.461 -0.502 -0.15 0.86 1.60 -0.44
S -1.176 3.437 0.515 0.95 1.56 -0.61 1.20
O -1.739 3.137 1.805 0.41 -0.04 -1.36 -0.54
O 0.109 4.439 0.732 0.18 -1.05 0.12 -0.38
C -0.309 5.817 0.912 -0.76 -1.01 0.55 -0.30
C -1.823 5.809 0.534 0.34 0.53 0.69 -0.39
O -1.932 4.635 -0.218 -1.43 -1.31 -1.12 -0.34
H -0.121 6.036 1.959 -0.03 0.45 -0.10 0.26
H 0.252 6.438 0.220 0.17 -0.08 0.09 0.30
H -2.053 6.684 -0.070 -0.17 -0.29 -0.22 0.31
H -2.560 5.712 1.334 0.51 0.43 0.39 0.27
C 1.776 -3.153 3.668 2.06 0.54 -0.13 -0.68
C 2.435 -3.923 2.518 0.21 0.66 0.30 -0.48
O 1.487 -3.964 1.481 -0.86 -1.06 0.02 -0.27
C 1.763 -4.114 0.174 0.34 1.71 0.76 0.81
O 2.840 -4.031 -0.346 0.28 -0.69 -0.15 -0.60
O 0.581 -4.086 -0.392 -1.06 -0.25 -0.44 -0.23
C 0.436 -4.151 -1.801 0.67 -0.52 -0.66 -0.65
H 1.531 -2.141 3.343 -0.62 -0.18 -0.13 -0.08
H 2.631 -2.959 4.329 -0.24 -0.17 0.42 0.41
H 1.005 -3.660 4.236 -0.21 -0.06 -0.35 0.36
H 2.764 -4.890 2.907 -0.31 -0.29 -0.51 0.36
H 3.323 -3.415 2.130 0.02 0.11 0.27 0.33
H 0.828 -5.105 -2.159 -0.16 -0.09 0.02 0.42
H 0.995 -3.389 -2.348 -0.01 0.28 0.36 0.20
H -0.623 -4.071 -2.019 -0.01 0.04 0.18 0.24
```
Forces are in eV/Å.

Results
Charge: 0
Calculated total energy: -5049.2570 a.u.
Lowest unoccupied orbital energy: -0.0025 Ha
Highest occupied orbital energy: -10.359 eV
HOMO-LUMO gap: 10.29 eV
Relative energy (zero: lowest compared OMol25 entry of this formula, charge and spin): 70.5 kJ/mol

***

Entry 3:
Computed, not measured: the molecule C5H4N2O at a distorted geometry, with ωB97M-V/def2-TZVPD.

```
12
Properties=species:S:1:pos:R:3:forces:R:3:mulliken_charge:R:1
O 2.596 -0.088 0.811 -1.38 0.40 -1.40 -0.55
C 1.704 -0.005 -0.025 1.46 -0.14 2.19 0.63
N 1.214 1.212 -0.506 -0.19 -0.06 -0.20 -0.47
C -0.003 1.519 -0.264 0.52 -1.48 -0.13 0.00
C -1.017 0.688 0.401 0.20 -1.24 -0.45 -0.33
C -1.066 -0.690 0.426 1.08 1.22 -0.65 -0.32
C -0.050 -1.498 -0.292 0.45 0.19 -0.63 0.05
N 1.161 -1.151 -0.591 -1.59 -0.68 -0.01 -0.47
H -0.349 2.434 -0.698 -0.25 0.69 0.07 0.40
H -1.851 1.294 0.680 -0.67 -0.12 0.58 0.33
H -1.918 -1.254 0.795 -0.05 0.38 0.08 0.36
H -0.421 -2.461 -0.736 0.43 0.86 0.56 0.34
```
Forces are in eV/Å.

Results
Charge: 0
Calculated total energy: -377.6326 a.u.
Lowest unoccupied orbital energy: -0.0321 Ha
Highest occupied orbital energy: -10.005 eV
HOMO-LUMO gap: 9.13 eV
Relative energy (zero: lowest compared OMol25 entry of this formula, charge and spin): 82.6 kJ/mol

***

- Among the records above, which one has the highest relative energy (zero: lowest compared OMol25 entry of this formula, charge and spin)?
  C5H7NO2